Below is 3 unconnected molecules or ions with the total composition C5H12N2O in a non-equilibrium geometry, with properties calculated with ωB97M-V/def2-TZVPD.

Element x y z (Å)
H (-1.493, -1.056, 2.358)
C (0.534, -1.281, -1.112)
H (-1.683, -0.122, -0.090)
H (-0.853, 1.201, 0.925)
C (0.458, -0.121, -0.178)
H (0.127, -0.952, -2.079)
H (-0.954, 1.651, -3.547)
H (-0.204, 0.560, 3.238)
H (1.551, -1.647, -1.265)
H (2.486, -0.019, 0.000)
O (0.330, -0.156, 2.877)
C (-0.474, -0.912, 1.990)
C (-0.628, 1.564, -1.632)
C (-0.786, 0.303, 0.327)
H (0.009, -1.870, 1.811)
H (-0.092, -2.105, -0.767)
H (-0.814, 2.659, -1.521)
N (1.613, 0.399, 0.278)
H (1.619, 0.899, 1.155)
N (-0.746, 1.007, -2.769)

Calculated values
lowest unoccupied orbital energy (spin up / spin down) = 0.8 / 0.8 eV
Kohn-Sham gap (spin up / spin down) = 6.415 / 6.411 eV
F_max = 3.616 eV/A
charge = 0

Below is a single C5H12N2O molecule in a non-equilibrium geometry, with properties calculated with ωB97M-V/def2-TZVPD.

Element x y z (Å)
H (0.065, 0.854, 1.839)
H (0.907, 0.253, -1.726)
H (-0.765, -2.197, 0.055)
C (1.302, -0.041, 0.425)
H (-2.340, 0.728, -1.807)
H (-1.701, 1.932, -0.719)
H (-2.964, 0.792, -0.156)
H (-2.236, -1.745, -0.946)
C (0.539, 0.559, -0.747)
C (-1.000, -0.096, -0.345)
N (2.321, 0.767, 0.997)
O (1.785, -1.328, 0.215)
C (-2.060, 0.900, -0.764)
H (1.287, -1.703, -0.529)
H (-0.265, -0.932, 1.750)
H (2.693, 0.236, 1.781)
C (-1.333, -1.418, -0.443)
H (0.505, 1.649, -0.649)
H (3.054, 0.871, 0.304)
N (0.207, -0.080, 1.465)

Calculated values
lowest unoccupied orbital energy = 0.8 eV
Kohn-Sham gap = 8.213 eV
F_max = 4.434 eV/A
SMILES = C=C(C)CC(N)(N)O
charge = 0

Below is a single C5H12N2O molecule in a non-equilibrium geometry, with properties calculated with ωB97M-V/def2-TZVPD.

Element x y z (Å)
H (-0.367, -0.719, -0.279)
H (-2.049, -0.467, 2.741)
O (-0.464, 0.522, 2.101)
H (-0.651, 1.549, -2.300)
H (-1.199, -2.548, 2.078)
C (-1.083, -0.639, 2.244)
H (1.873, -0.990, -1.285)
H (-1.661, 1.393, -0.859)
H (0.619, -1.131, -2.518)
C (-1.063, 0.841, -1.577)
H (1.424, 1.235, 2.031)
H (1.558, 0.359, -2.387)
C (0.066, 0.113, -0.841)
C (1.096, -0.448, -1.820)
H (1.504, 1.467, -0.222)
C (0.815, 0.533, 1.459)
H (-1.700, 0.132, -2.099)
H (1.231, -0.484, 1.528)
N (-0.611, -1.747, 1.880)
N (0.662, 1.030, 0.126)

Calculated values
lowest unoccupied orbital energy = 1.1 eV
Kohn-Sham gap = 9.827 eV
F_max = 1.012 eV/A
SMILES = [H]/N=C/OCNC(C)C
charge = 0

Below is a single C5H12N2O molecule in a non-equilibrium geometry, with properties calculated with ωB97M-V/def2-TZVPD.

Element x y z (Å)
H (1.527, 0.381, -1.957)
H (2.510, 0.321, -0.155)
H (-0.399, 0.094, 2.351)
H (0.322, -1.469, -0.081)
O (0.337, -1.184, -3.825)
H (2.032, -0.533, 1.305)
H (-1.613, -0.964, 1.739)
H (1.423, 0.983, 1.126)
C (0.548, -1.243, -2.643)
C (0.548, -0.048, -1.736)
H (-2.724, 1.433, 1.195)
H (-0.874, 1.222, -0.006)
N (-2.268, 0.971, 1.961)
C (0.404, -0.391, -0.228)
C (-1.212, 0.052, 1.607)
H (-0.210, 0.697, -1.970)
H (0.875, -2.215, -2.217)
H (-2.106, 1.530, 2.777)
C (1.683, 0.116, 0.513)
N (-0.802, 0.247, 0.244)

Calculated values
lowest unoccupied orbital energy = 0.9 eV
Kohn-Sham gap = 9.752 eV
F_max = 1.528 eV/A
SMILES = C[C@H](CC=O)NCN
charge = 0

Below is a single C5H12N2O molecule in a non-equilibrium geometry, with properties calculated with ωB97M-V/def2-TZVPD.

Element x y z (Å)
H (2.269, 2.482, 0.224)
C (-2.627, -0.082, 0.043)
H (1.401, 2.102, 1.713)
H (-0.326, 1.069, 0.665)
N (-1.633, -1.074, -0.362)
H (0.955, 0.874, -1.945)
H (-1.979, -2.019, -0.410)
C (-0.299, -0.978, -0.031)
H (-3.585, -0.363, -0.381)
O (0.380, -1.976, 0.110)
H (1.778, -0.333, 1.249)
C (1.722, 0.404, 0.439)
H (2.306, -0.009, -0.382)
H (-2.749, -0.038, 1.126)
C (0.276, 0.442, 0.014)
H (-2.355, 0.905, -0.322)
H (3.158, 1.709, 1.470)
H (-0.690, 0.914, -1.796)
N (0.186, 1.045, -1.317)
C (2.163, 1.752, 1.022)

Calculated values
lowest unoccupied orbital energy = 0.9 eV
Kohn-Sham gap = 9.716 eV
F_max = 1.506 eV/A
SMILES = CC[C@@H](N)C(=O)NC
charge = 0

Below is a single C5H12N2O molecule in a non-equilibrium geometry, with properties calculated with ωB97M-V/def2-TZVPD.

Element x y z (Å)
H (0.452, 1.521, -0.255)
H (-2.390, 1.734, -0.035)
C (-0.448, 0.982, -0.530)
H (-1.872, -1.678, -0.237)
O (2.152, -0.141, -0.415)
H (-0.646, -2.201, -1.402)
H (-1.283, 3.354, 1.154)
C (-1.511, 1.432, 0.522)
H (-1.928, 0.603, 1.109)
H (-0.025, 2.461, 1.570)
H (0.968, -2.966, -0.220)
C (-1.134, -1.336, -0.976)
C (1.322, -2.203, 0.483)
H (-1.734, -0.779, -1.696)
N (-0.134, -0.431, -0.410)
N (-1.031, 2.426, 1.487)
H (0.603, -2.340, 1.285)
H (-0.714, 1.308, -1.539)
H (2.379, -2.362, 0.646)
C (1.177, -0.824, -0.195)

Calculated values
lowest unoccupied orbital energy = 0.8 eV
Kohn-Sham gap = 9.809 eV
F_max = 1.906 eV/A
SMILES = CC(=O)N(C)CCN
charge = 0

Below is a single C5H12N2O molecule, with properties calculated with ωB97M-V/def2-TZVPD.

Element x y z (Å)
H (-1.076, -2.306, 0.148)
O (-2.750, -1.221, 0.735)
H (1.483, -0.767, 0.488)
N (-0.349, 0.684, 1.577)
C (0.799, 1.006, -2.242)
C (0.741, -0.510, -0.265)
H (-1.085, -1.770, 1.845)
H (2.429, 2.308, -0.797)
N (2.244, 1.408, -0.384)
H (1.144, 1.888, -2.760)
H (0.059, 0.412, -2.768)
H (0.651, -1.353, -0.950)
H (-1.098, 1.349, 1.704)
C (1.247, 0.689, -1.026)
H (-3.230, -2.046, 0.640)
H (-0.237, 0.174, 2.442)
C (-1.352, -1.485, 0.815)
H (2.203, 1.430, 0.623)
C (-0.595, -0.207, 0.445)
H (-1.227, 0.318, -0.269)

Calculated values
lowest unoccupied orbital energy = 0.9 eV
Kohn-Sham gap = 8.744 eV
F_max = 0.396 eV/A
SMILES = C=C(N)C[C@H](N)CO
charge = 0

Below is 3 unconnected molecules or ions with the total composition C5H12N2O in a non-equilibrium geometry, with properties calculated with ωB97M-V/def2-TZVPD.

Element x y z (Å)
C (-0.587, 2.424, -0.867)
H (1.239, -1.726, 0.413)
H (-0.079, -2.549, -1.157)
H (1.074, -0.471, 3.001)
H (2.277, -1.790, -1.000)
C (0.234, -1.532, -1.284)
H (0.375, 2.170, 1.076)
H (0.431, 0.781, 0.050)
C (-0.438, -0.480, -1.873)
N (1.433, -1.413, -0.536)
H (0.187, 0.326, -2.281)
C (-0.556, -0.584, 1.758)
O (-1.675, -0.284, -1.931)
H (-0.866, 1.903, -1.801)
H (-0.850, -1.506, 2.289)
N (0.663, 0.077, 2.248)
H (-0.608, -0.738, 0.679)
H (-1.138, 3.354, -0.727)
C (0.225, 1.881, 0.034)
H (-1.341, 0.156, 1.910)

Calculated values
lowest unoccupied orbital energy = -3.2 eV
Kohn-Sham gap = 4.624 eV
F_max = 4.582 eV/A
charge = 0

Below is 2 unconnected molecules or ions with the total composition C5H12N2O in a non-equilibrium geometry, with properties calculated with ωB97M-V/def2-TZVPD.

Element x y z (Å)
H (0.105, -2.277, 1.418)
H (-1.202, 0.324, -2.233)
O (-0.531, 1.581, 1.719)
H (-0.528, -1.149, -0.575)
H (1.988, -1.316, -1.483)
H (2.256, 0.173, -0.576)
N (-0.687, 1.263, -0.459)
H (1.140, 0.173, -1.937)
H (0.202, -0.250, 2.784)
H (-2.210, 1.114, 0.829)
N (-1.251, 1.483, 0.682)
H (-2.590, 0.541, -1.141)
H (1.831, -1.993, 1.032)
C (0.832, -1.536, 1.088)
H (1.566, 0.428, 1.766)
H (-1.907, 1.926, -2.026)
C (1.493, -0.416, -1.091)
C (-1.656, 0.998, -1.506)
C (0.401, -0.797, -0.147)
C (0.749, -0.270, 1.855)

Calculated values
lowest unoccupied orbital energy (spin up / spin down) = 0.7 / 0.7 eV
Kohn-Sham gap (spin up / spin down) = 7.995 / 7.994 eV
F_max = 1.564 eV/A
charge = 0

Below is a single C5H12N2O molecule in a non-equilibrium geometry, with properties calculated with ωB97M-V/def2-TZVPD.

Element x y z (Å)
H (1.969, 0.042, -1.551)
H (-3.195, 0.835, -0.711)
H (-0.691, -0.734, 1.269)
H (0.757, 0.379, 1.622)
C (-2.832, 1.681, -0.206)
C (1.366, -0.929, -1.487)
N (-0.555, 0.841, -0.006)
H (1.992, -1.874, -1.812)
H (0.279, -2.147, -0.145)
H (2.702, -2.399, -0.157)
C (0.953, -1.302, -0.005)
H (-1.283, 2.730, 0.944)
H (2.556, -1.196, 1.215)
O (-3.505, 2.661, -0.263)
H (0.482, -0.896, -2.203)
H (-1.785, 1.216, 1.787)
N (2.054, -1.960, 0.630)
C (-1.638, 1.685, 0.738)
H (0.192, 1.510, -0.459)
C (0.182, -0.143, 0.799)

Calculated values
lowest unoccupied orbital energy = 0.9 eV
Kohn-Sham gap = 10.008 eV
F_max = 3.479 eV/A
SMILES = C[C@@H](N)CNCC=O
charge = 0

Below is a gas-phase ion, C5H12N2O (charge +1) in a non-equilibrium geometry, with properties calculated with ωB97M-V/def2-TZVPD.

Element x y z (Å)
O (-1.878, 1.018, 0.866)
H (0.542, -2.788, 1.343)
H (-0.628, -2.258, -0.825)
N (-0.357, 2.165, -0.306)
H (-0.248, -0.482, 2.039)
H (0.569, 1.316, -2.057)
H (0.296, 3.067, -2.036)
C (1.175, -1.895, 1.370)
C (-1.124, -1.339, -0.522)
H (1.866, -1.961, 0.533)
C (-0.117, -0.289, 0.012)
H (-1.836, -1.573, 0.278)
H (1.605, 2.379, -1.085)
H (-1.764, -0.943, -1.299)
H (-0.698, 3.075, -0.017)
H (1.699, -1.855, 2.327)
N (0.460, -0.627, 1.304)
H (0.746, -0.228, -0.650)
C (0.585, 2.205, -1.438)
C (-0.892, 1.014, 0.164)

Calculated values
lowest unoccupied orbital energy (spin up / spin down) = -2.9 / -8.2 eV
Kohn-Sham gap (spin up / spin down) = 10.984 / 5.616 eV
F_max = 3.743 eV/A
expectation value of S² = 0.75
2S+1 = 2
charge = +1

Below is 2 unconnected molecules or ions with the total composition C5H12N2O2 in a non-equilibrium geometry, with properties calculated with ωB97M-V/def2-TZVPD.

Element x y z (Å)
N (-2.134, -0.205, 0.635)
H (0.207, 2.459, -1.604)
H (-0.741, -0.529, 2.692)
C (-0.449, 1.711, -1.346)
C (0.065, 0.659, -0.364)
H (-2.015, -1.861, -0.856)
C (1.446, 0.119, -0.691)
O (-2.179, 0.759, 1.412)
C (-0.938, -0.361, -0.115)
H (0.315, -1.903, 1.929)
H (-1.360, 2.046, -0.850)
O (-2.990, -1.056, 0.446)
H (1.711, -0.423, 0.155)
H (-1.585, -1.984, 2.225)
H (1.512, -0.710, -1.430)
N (-1.022, -1.336, -0.972)
H (-0.723, 1.418, -2.305)
H (-0.622, -1.382, -1.886)
H (2.158, 0.906, -1.007)
C (-0.651, -1.564, 2.319)
H (0.068, 1.214, 0.575)

Calculated values
lowest unoccupied orbital energy (spin up / spin down) = -0.5 / 0.4 eV
Kohn-Sham gap (spin up / spin down) = 7.989 / 7.980 eV
F_max = 5.522 eV/A
charge = 0

Energy, record by record: -382.2533, -382.3519, -382.4413, -382.4182, -382.4679, -382.4432, -382.4377, -382.1593, -382.2131, -382.3638, -382.1449, -457.4613 Eh